# 1
This record from the Open Molecules 2025 dataset describes C30H45NO2P2Ti as an isolated structure at a distorted geometry. The level of theory is ωB97M-V/def2-TZVPD.

Computed properties:
LUMO level (alpha / beta)	-8.23 / -8.19	eV
relative energy (zero: lowest compared OMol25 entry of this formula, charge and spin)	0.0	kJ/mol
frontier orbital gap (alpha / beta)	3.5 / 3.5	eV

```
! wB97M-V def2-TZVPD RIJCOSX def2/J DEFGRID3
* xyz 2 1
P 0.91244 2.92590 -3.09070
P -1.48251 0.99229 -4.19781
C 0.89118 2.72040 -4.83430
C -0.53075 2.35557 -5.27685
H 1.59318 1.91244 -5.07713
H 1.24083 3.64997 -5.30292
H -1.21285 3.22810 -5.30539
H -0.44795 1.99329 -6.31249
C -2.26942 0.60016 -5.88105
H -3.07585 -0.13783 -5.78460
H -1.49481 0.18861 -6.54545
H -2.67408 1.51463 -6.33931
C -2.98933 1.93950 -3.71196
H -3.37743 2.48535 -4.58338
H -2.79143 2.64683 -2.89907
H -3.74873 1.22371 -3.38252
C 2.46385 3.28206 -2.29133
H 2.34919 3.18017 -1.19493
H 2.76813 4.30937 -2.52593
H 3.21156 2.55477 -2.62921
C -0.34168 4.22397 -2.69129
H -1.19277 4.20189 -3.37854
H 0.19698 5.18387 -2.74931
H -0.72260 4.13195 -1.63502
Ti 0.06594 2.45712 -1.11242
C -3.88091 -3.37401 -3.14807
C -3.35646 -4.19376 -4.05879
C -1.89598 -4.47353 -4.26650
C -0.92647 -3.29049 -4.08469
C -1.39470 -1.95694 -4.62356
C -2.10702 -1.05172 -3.94302
C -2.67619 -1.17896 -2.56229
C -3.10979 -2.59494 -2.11913
C 0.29487 3.76063 0.55812
H -4.96780 -3.25591 -3.07345
H -4.00798 -4.80569 -4.68557
H -1.77937 -4.86886 -5.28400
H -1.55275 -5.26456 -3.58186
H -0.65612 -3.19604 -3.02154
H 0.01763 -3.55987 -4.59070
H -1.02484 -1.72718 -5.63109
H 0.54802 1.50635 -2.63523
H -3.52948 -0.48650 -2.47655
H -1.95389 -0.79439 -1.81595
H -2.22255 -3.15831 -1.79799
H -3.76815 -2.46340 -1.24570
H 0.30755 3.10540 1.44751
H -0.55493 4.46430 0.64830
H 1.24360 4.31356 0.49503
C -1.88598 -0.58137 6.22585
C -0.62088 0.00221 5.66286
C 0.33790 0.54553 6.52196
C 1.51001 1.11577 6.02266
C 1.76857 1.08281 4.65414
C 0.84990 0.44892 3.80400
N 1.18767 0.24802 2.45698
C 1.18376 -0.99978 1.82141
C 1.24995 -2.20966 2.51645
C 1.15907 -3.41585 1.82195
C 1.00428 -3.42378 0.43363
C 0.89753 -2.23207 -0.27776
C 1.01681 -1.03648 0.42366
C 0.70185 0.25487 -0.16177
O 1.51761 1.23404 -0.22812
O -0.49492 0.53342 -0.60292
C -0.39770 0.00232 4.28397
C -1.44297 -0.49127 3.33534
H -2.77485 -0.07092 5.83204
H -1.98303 -1.65001 5.98831
H -1.89212 -0.47949 7.31572
H 0.13989 0.52506 7.59404
H 2.22456 1.57558 6.70512
H 2.68709 1.48638 4.22988
H 1.79692 0.94125 2.03001
H 1.38283 -2.19088 3.59566
H 1.21190 -4.35468 2.37007
H 0.95312 -4.36712 -0.10390
H 0.74440 -2.18925 -1.35526
H -2.43938 -0.12402 3.61537
H -1.24843 -0.16159 2.30955
H -1.49004 -1.58996 3.32885
*
```



# 2
This record from the Open Molecules 2025 dataset describes C30H46BN7O2S3Ti as an isolated structure at a distorted geometry. The level of theory is ωB97M-V/def2-TZVPD.

Computed properties:
LUMO level	-0.08	eV
relative energy (zero: lowest compared OMol25 entry of this formula, charge and spin)	71.6	kJ/mol
frontier orbital gap	6.7	eV

```
! wB97M-V def2-TZVPD RIJCOSX def2/J DEFGRID3
* xyz 0 1
Ti -3.67656 -0.19122 -0.03117
C -1.05183 4.55453 0.99686
C -0.64570 3.14223 1.27069
C 0.26793 2.81584 2.22297
C 0.59240 1.46385 2.45546
N 0.07786 0.51950 1.71761
N -0.79235 0.84476 0.76986
B -1.31211 -0.28688 -0.15750
N -0.84303 0.09184 -1.63816
N 0.37473 0.65485 -1.70377
C 0.84599 1.04992 -2.85079
C 0.11497 0.82160 -4.03855
C -1.10451 0.25120 -3.98685
C -1.92980 0.02849 -5.21723
C -1.63174 -0.08627 -2.69616
S -3.24225 -0.63181 -2.52438
C 2.20188 1.74709 -2.87223
C 3.21249 0.82585 -3.57414
C 2.67726 2.05297 -1.45278
C 2.08902 3.06252 -3.65331
N -0.62964 -1.64370 0.21310
N 0.71615 -1.65909 0.23759
C 1.32949 -2.77340 0.47874
C 0.59951 -3.98102 0.66252
C -0.74597 -3.97356 0.66604
C -1.56038 -5.21594 0.86675
C -1.39781 -2.70569 0.45392
S -3.08628 -2.56149 0.50447
C 2.84695 -2.76052 0.61056
C 3.45229 -3.73947 -0.40403
C 3.41337 -1.36277 0.36861
C 3.21375 -3.20878 2.03564
C -1.24878 2.07575 0.54870
S -2.55688 2.26162 -0.54933
C 1.61021 1.04693 3.51378
C 1.64564 -0.47577 3.66622
C 1.24569 1.68369 4.86144
C 2.99655 1.53843 3.06390
H -0.49390 5.24540 1.62888
H -0.87831 4.80588 -0.05262
H -2.12155 4.68270 1.17237
H 0.73320 3.59765 2.81296
H 0.52221 1.12063 -4.99779
H -1.34064 0.22165 -6.11403
H -2.31658 -0.99099 -5.24754
H -2.79975 0.68831 -5.21023
H 3.34198 -0.10274 -3.01593
H 2.88388 0.56774 -4.58514
H 4.18433 1.32077 -3.65156
H 2.68469 1.15669 -0.83186
H 3.68839 2.46777 -1.49476
H 2.02096 2.78333 -0.96924
H 1.77984 2.90837 -4.69093
H 1.36842 3.73603 -3.17945
H 3.06182 3.56076 -3.67144
H 1.12790 -4.91413 0.82537
H -0.92399 -6.04583 1.17248
H -2.33777 -5.05493 1.61407
H -2.07585 -5.48237 -0.06027
H 3.14123 -3.48854 -1.42198
H 4.54347 -3.68524 -0.35789
H 3.16630 -4.77586 -0.20366
H 3.42657 -1.12490 -0.69615
H 2.81471 -0.59774 0.86769
H 4.43835 -1.31390 0.74391
H 2.86342 -4.22418 2.24188
H 4.29950 -3.19771 2.15897
H 2.77657 -2.54084 2.78390
H 0.70789 -0.85152 4.08343
H 1.79264 -0.96515 2.70077
H 2.46129 -0.75361 4.33814
H 0.22729 1.41666 5.15745
H 1.93047 1.32309 5.63288
H 1.32116 2.77446 4.83987
H 3.25193 1.13257 2.07996
H 3.03334 2.63050 2.99980
H 3.75934 1.21648 3.77872
N -5.39686 1.33648 -0.46193
C -6.47224 0.60460 -1.16193
C -6.41271 -0.85750 -0.76099
O -7.31573 -1.61297 -1.00516
O -5.28598 -1.16648 -0.14054
H -5.69498 1.59647 0.47010
H -5.14846 2.19115 -0.93880
H -6.29872 0.66366 -2.23427
H -7.47044 0.98183 -0.95448
C -3.64390 0.37296 2.00321
H -4.59177 0.03478 2.43745
H -3.55687 1.45117 2.17079
H -2.84460 -0.11945 2.56048
*
```



# 3
This record from the Open Molecules 2025 dataset describes C30H46BrCl3FN4O2 as an isolated structure at a distorted geometry. The level of theory is ωB97M-V/def2-TZVPD.

Computed properties:
LUMO level	-2.39	eV
frontier orbital gap	7.9	eV

```
! wB97M-V def2-TZVPD RIJCOSX def2/J DEFGRID3
* xyz 1 1
C -0.18858 1.77112 4.17014
C -1.51259 1.61461 3.17178
C -2.73014 2.49450 3.83619
C -1.88942 0.05909 2.82564
C -1.91218 -0.29686 1.20687
C -3.07832 0.72742 0.57590
C -4.56849 0.48262 1.21227
C -5.77538 0.31681 0.10976
C -5.77053 0.86944 -1.43370
C -7.12207 0.62831 -2.36316
C -8.48185 -0.12857 -1.80279
C -8.49171 -0.72111 -0.25413
C -7.14228 -0.47472 0.64450
O -2.47476 -1.63597 1.08281
C -2.31106 -2.23329 -0.24299
Br -3.25285 -4.00963 -0.20653
C -0.69631 -2.32820 -0.60021
C 0.21483 -2.89371 0.68199
N 0.29532 -4.37998 0.82594
C -0.36464 -3.35557 -1.82419
C 1.27303 -3.50533 -2.13840
F -1.15750 -3.13033 -3.09048
N -0.26321 -0.87571 -0.81640
C -0.71665 -0.23380 -2.09166
C 0.40331 -0.29095 -3.33378
C 1.77926 0.55160 -3.00185
N 1.61086 1.42307 -1.76324
C 2.82648 2.28053 -1.49026
C 4.10904 1.48963 -0.84562
C 4.22860 1.20639 0.79354
C 5.58253 0.44241 1.39149
C 6.81395 -0.02311 0.36616
C 6.69373 0.23144 -1.25839
C 5.33125 0.99794 -1.82916
O 5.19449 1.27000 -3.28988
C -0.53553 0.02729 0.40633
N 0.71678 0.18241 1.29858
H 0.63684 2.45007 3.64858
H -0.45502 2.29975 5.18136
H 0.32950 0.72985 4.36813
H -1.20303 2.18647 2.17166
H -2.84595 3.57944 3.35965
H -3.74520 1.89734 3.67721
H -2.60990 2.58897 5.01801
H -1.08022 -0.62357 3.32883
H -2.91387 -0.17516 3.36446
H -2.79682 1.86548 0.71369
H -3.12491 0.56365 -0.60585
H -4.82893 1.46690 1.83549
H -4.64485 -0.45735 1.93120
H -4.80701 1.42643 -1.86536
H -7.16687 1.00599 -3.49432
H -9.47181 -0.28692 -2.42621
H -9.41152 -1.27556 0.23914
H -7.15900 -0.88398 1.75398
H -2.92523 -1.56884 -0.99891
H 1.33509 -2.50839 0.52734
H -0.11985 -2.46851 1.71797
H 1.13823 -4.80772 0.36235
H -0.57450 -4.89265 0.57466
H -0.69091 -4.47665 -1.56151
H 1.68387 -4.52825 -1.73698
H 1.90290 -2.64452 -1.65706
H 1.36221 -3.48727 -3.32031
H 0.80032 -0.92098 -0.85907
H -1.70070 -0.71054 -2.57240
H -0.97787 0.92093 -2.03302
H -0.12685 0.31664 -4.21603
H 0.57108 -1.36569 -3.75605
H 2.00085 1.25792 -3.91871
H 2.64687 -0.21259 -2.82250
H 0.83503 2.12638 -1.95482
H 2.48700 3.08143 -0.67266
H 3.15254 2.90564 -2.42654
H 3.37297 1.53701 1.55537
H 5.69373 0.25315 2.55214
H 7.78664 -0.53870 0.79009
H 7.57959 -0.09785 -1.97849
H 4.91229 0.37840 -3.70157
H -0.66941 1.16910 0.06508
H 0.82356 1.17042 1.61676
H 0.72081 -0.50543 2.07493
C 9.59561 2.69377 1.12711
Cl 8.59793 1.42063 0.40370
Cl 10.64273 3.43385 -0.09580
Cl 8.57582 3.92074 1.89787
H 10.22887 2.24092 1.89428
*
```